No. 1
{"formula": "C36H34CuFN7O7S2", "method": "ωB97M-V with the def2-TZVPD basis set", "homo_energy_ev": [-7.92, -7.85], "orbital_gap_ev": [7.464, 7.389], "multiplicity": 2, "mol_weight_da": 823.39, "e_lumo_ev": [-0.5, -0.5], "s_squared": 0.752, "de_lowest_ev": 0.0000, "total_energy_ha": -4838.97845, "symbols": ["Cu", "N", "C", "C", "C", "C", "C", "C", "N", "C", "C", "C", "S", "C", "N", "H", "H", "H", "H", "H", "H", "H", "F", "C", "C", "C", "C", "O", "C", "C", "N", "C", "C", "C", "C", "C", "C", "N", "C", "C", "N", "C", "C", "C", "O", "O", "H", "H", "H", "H", "H", "H", "H", "H", "H", "H", "H", "H", "H", "H", "H", "H", "H", "H", "C", "C", "C", "C", "C", "C", "C", "S", "O", "O", "N", "C", "C", "O", "O", "H", "H", "H", "H", "H", "H", "H", "H", "H"], "coordinates": [[-0.03654, 1.13132, -1.51521], [3.48405, 1.84993, -3.55030], [4.06105, 1.01089, -2.61414], [5.38139, 0.79874, -2.23922], [5.59804, -0.12724, -1.23680], [4.53191, -0.81424, -0.63761], [3.22181, -0.59864, -1.02062], [2.98991, 0.33445, -2.02775], [1.79505, 0.76126, -2.60325], [2.14197, 1.65639, -3.49953], [1.19800, 2.40444, -4.32339], [1.24637, 3.74013, -4.57875], [-0.20978, 4.21610, -5.31834], [-0.75676, 2.59319, -5.26926], [0.06821, 1.75350, -4.73147], [3.95374, 2.42612, -4.22613], [6.19973, 1.33335, -2.70245], [6.60946, -0.32497, -0.90698], [4.74498, -1.52759, 0.14811], [2.39113, -1.10354, -0.55066], [1.98855, 4.45444, -4.26586], [-1.73528, 2.31623, -5.62456], [3.10721, -0.22879, 3.42293], [1.98427, 0.46032, 3.08670], [2.02000, 1.39792, 2.10581], [0.85598, 2.11091, 1.79693], [0.73044, 2.69510, 0.46508], [1.59970, 2.51830, -0.40053], [-0.54088, 3.32005, 0.17513], [-1.52173, 3.30471, 1.09845], [-1.42444, 2.68531, 2.30788], [-2.61699, 2.51868, 3.09472], [-2.59238, 2.97842, 4.52109], [-3.36355, 3.75282, 3.49122], [-0.27881, 1.95817, 2.59945], [-0.30813, 0.94766, 3.55643], [0.78028, 0.11657, 3.72079], [0.64175, -1.10761, 4.33425], [1.40697, -2.25305, 3.91397], [0.45646, -3.46103, 3.80939], [-0.92267, -2.94193, 3.57633], [-1.44839, -2.25518, 4.79116], [-0.34031, -1.33517, 5.34917], [-0.85970, 3.77337, -1.23452], [-1.39629, 4.85262, -1.41571], [-0.53456, 2.91751, -2.13788], [2.90744, 1.53854, 1.50315], [-2.47748, 3.76903, 0.88986], [-3.19956, 1.63520, 2.85063], [-1.66470, 3.40674, 4.87359], [-3.13890, 2.39736, 5.25124], [-2.95286, 4.69958, 3.17116], [-4.44221, 3.70037, 3.49832], [-1.24950, 0.69088, 4.01995], [2.22550, -2.48695, 4.60328], [1.81839, -2.05727, 2.93005], [0.44571, -4.06721, 4.71524], [0.71840, -4.09167, 2.96320], [-1.55173, -3.68919, 3.29264], [-0.85717, -2.26531, 2.73218], [-1.73688, -3.01917, 5.51318], [-2.33562, -1.70075, 4.48828], [0.11950, -1.79351, 6.23214], [-0.77592, -0.39132, 5.66510], [-0.34505, -5.25460, -4.47515], [-0.98996, -3.96763, -4.03637], [-0.39022, -2.73901, -4.31349], [-0.95881, -1.55139, -3.89068], [-2.15493, -1.58150, -3.17829], [-2.77335, -2.79003, -2.90430], [-2.18820, -3.97576, -3.33381], [-2.82354, -0.05207, -2.54161], [-4.13225, -0.38563, -2.02750], [-2.70931, 0.92824, -3.58512], [-1.84299, 0.33396, -1.35296], [-1.99662, -0.48774, -0.16272], [-0.65135, -0.75742, 0.47640], [-0.58959, -1.48298, 1.50854], [0.36180, -0.23550, -0.06503], [0.29149, -5.09970, -5.34595], [-1.09418, -6.00470, -4.72939], [0.28018, -5.66982, -3.68140], [0.53565, -2.71613, -4.87706], [-0.49525, -0.59704, -4.11943], [-3.71921, -2.78832, -2.37979], [-2.67911, -4.92107, -3.13000], [-2.44323, -1.46569, -0.37435], [-2.64558, -0.02369, 0.59222]]}


No. 2
{"formula": "C36H34FIrN3O3SSi", "method": "ωB97M-V with the def2-TZVPD basis set", "homo_energy_ev": [-9.65, -10.98], "orbital_gap_ev": [6.912, 5.860], "multiplicity": 5, "mol_weight_da": 828.05, "e_lumo_ev": [-2.7, -5.1], "charge": 1, "s_squared": 6.013, "de_lowest_ev": 1.6364, "total_energy_ha": -2673.88202, "symbols": ["Ir", "C", "C", "C", "C", "C", "C", "C", "F", "C", "C", "C", "O", "C", "C", "N", "C", "C", "O", "O", "H", "H", "H", "H", "H", "H", "H", "H", "H", "H", "H", "C", "C", "C", "C", "C", "C", "Si", "C", "C", "C", "C", "C", "C", "C", "C", "C", "C", "C", "C", "H", "H", "H", "H", "H", "H", "H", "H", "H", "H", "H", "H", "H", "H", "H", "S", "C", "N", "C", "C", "C", "N", "H", "H", "H", "H", "H", "H", "H", "H"], "coordinates": [[-0.22250, -0.02780, -0.00550], [5.20190, 5.14650, -1.53460], [5.70650, 4.08830, -0.55530], [7.00930, 3.48030, -1.07120], [7.52650, 2.44650, -0.08230], [6.48020, 1.38980, 0.09610], [6.83360, 0.10080, 0.43470], [5.85510, -0.88110, 0.56160], [6.21400, -2.12360, 0.92350], [4.53260, -0.60770, 0.32250], [4.15370, 0.69880, -0.00290], [2.74000, 0.98350, -0.21170], [1.93020, 0.03150, -0.35350], [2.41950, 2.36530, -0.23020], [3.41070, 3.30460, -0.32410], [4.72120, 3.01620, -0.35020], [5.12180, 1.72090, -0.09720], [0.97690, 2.85530, -0.12470], [0.71190, 3.97040, -0.52880], [0.16890, 2.05580, 0.45560], [6.03830, 5.77380, -1.83090], [4.44810, 5.79500, -1.09960], [4.79260, 4.67850, -2.42610], [5.89670, 4.55830, 0.42010], [7.74290, 4.27240, -1.21850], [6.82640, 3.00730, -2.03830], [7.74280, 2.92330, 0.87840], [8.45460, 2.00150, -0.44190], [7.86850, -0.15910, 0.59940], [3.77240, -1.37090, 0.37700], [3.11150, 4.33860, -0.39510], [-3.71990, 0.82130, 4.22810], [-3.08870, 1.76600, 3.43320], [-2.75280, 1.45740, 2.12850], [-3.05600, 0.20620, 1.59250], [-3.67620, -0.74220, 2.40550], [-4.01930, -0.42940, 3.71030], [-2.60810, -0.12020, -0.25660], [-3.43400, -1.76370, -0.79690], [-4.79140, -1.96250, -0.56010], [-5.39720, -3.14940, -0.93160], [-4.65980, -4.14690, -1.55010], [-3.31010, -3.95490, -1.79710], [-2.70520, -2.76900, -1.42360], [-3.30910, 1.32050, -1.30260], [-4.43340, 2.02420, -0.88300], [-4.98910, 2.99560, -1.69710], [-4.41260, 3.28790, -2.92280], [-3.27660, 2.61060, -3.33570], [-2.72460, 1.63660, -2.52530], [-3.98390, 1.06220, 5.24690], [-2.86590, 2.74610, 3.82700], [-2.25700, 2.19020, 1.51090], [-3.92850, -1.71350, 2.00320], [-4.53680, -1.15590, 4.32030], [-5.37510, -1.18920, -0.08120], [-6.44690, -3.29900, -0.72700], [-5.14120, -5.06910, -1.84210], [-2.72850, -4.72820, -2.27740], [-1.64940, -2.62550, -1.60480], [-4.87960, 1.80500, 0.07630], [-5.87620, 3.52170, -1.37410], [-4.84700, 4.04810, -3.55440], [-2.82240, 2.84000, -4.28830], [-1.83090, 1.11420, -2.83890], [0.28470, -2.45210, 0.62810], [0.45720, -2.18220, 2.30790], [1.65370, -2.31810, 2.87870], [1.87320, -2.14110, 4.29910], [0.60250, -2.52850, 5.04740], [-0.56730, -1.72950, 4.48170], [-0.62300, -1.93590, 3.04880], [2.42640, -2.58090, 2.28620], [2.12710, -1.09610, 4.50770], [2.71520, -2.76240, 4.60620], [0.72130, -2.33850, 6.11120], [0.41500, -3.59370, 4.91220], [-0.44580, -0.66160, 4.69430], [-1.51390, -2.05920, 4.91160], [-1.50590, -1.80950, 2.57110]]}


No. 3
{"formula": "C36H34N3O2S", "method": "ωB97M-V with the def2-TZVPD basis set", "homo_energy_ev": -9.56, "orbital_gap_ev": 6.040, "mol_weight_da": 572.75, "e_lumo_ev": -3.5, "charge": 1, "de_lowest_ev": 0.2179, "total_energy_ha": -2104.89025, "symbols": ["C", "N", "C", "C", "C", "C", "C", "C", "S", "C", "C", "C", "C", "C", "C", "C", "C", "H", "H", "H", "H", "H", "H", "H", "H", "H", "H", "H", "H", "H", "C", "O", "C", "C", "C", "C", "C", "C", "N", "C", "C", "C", "C", "C", "C", "N", "C", "C", "C", "C", "C", "O", "C", "C", "C", "H", "H", "H", "H", "H", "H", "H", "H", "H", "H", "H", "H", "H", "H", "H", "H", "H", "H", "H", "H", "H"], "coordinates": [[-1.93712, 0.49629, 2.81459], [-2.42887, 0.41336, 1.42944], [-3.82822, 0.46300, 1.15131], [-4.07794, 0.07060, -0.15851], [-5.37264, -0.14108, -0.64254], [-6.43150, -0.01871, 0.26216], [-6.17790, 0.27922, 1.61208], [-4.88588, 0.58309, 2.06100], [-2.59358, -0.38740, -1.00437], [-1.67330, 0.03515, 0.36514], [-0.26165, -0.46110, 0.43081], [-0.38647, -2.02686, 0.21616], [-1.49586, -2.73945, 0.68819], [-1.59533, -4.13365, 0.57269], [-0.57191, -4.87849, -0.00745], [0.55318, -4.18817, -0.46190], [0.59257, -2.78704, -0.43918], [-1.79913, -0.51089, 3.24811], [-0.97963, 1.04496, 2.86085], [-2.70403, 0.99077, 3.43122], [-5.49760, -0.43057, -1.69279], [-7.44610, -0.17289, -0.10383], [-7.01907, 0.26206, 2.29899], [-4.71804, 0.90361, 3.08974], [0.02695, -0.26152, 1.47311], [-2.35889, -2.24255, 1.12917], [-2.47153, -4.66680, 0.93673], [-0.63010, -5.96961, -0.09397], [1.40207, -4.72814, -0.89566], [1.44193, -2.33253, -0.94752], [3.21752, -5.18209, 2.62516], [2.50896, -3.93092, 2.55402], [3.12892, -2.84694, 1.99707], [2.29713, -1.77818, 1.59945], [2.72461, -0.95913, 0.56856], [4.11719, -0.97434, 0.22265], [5.00889, -1.85314, 0.81617], [4.50819, -2.82263, 1.69173], [4.30147, -0.10837, -0.85476], [5.55213, 0.18820, -1.53031], [3.09399, 0.44003, -1.20655], [2.09452, -0.09614, -0.39484], [0.66173, 0.29920, -0.47744], [0.57449, 1.83654, -0.37720], [1.57430, 2.66752, 0.08233], [1.35793, 3.96559, -0.31679], [2.31113, 5.04220, -0.14923], [0.16369, 4.03284, -1.02094], [-0.36167, 2.70814, -1.08974], [-1.50440, 2.51142, -1.83384], [-2.04851, 3.56533, -2.60566], [-3.09583, 3.36270, -3.45847], [-3.64391, 2.03234, -3.48240], [-1.48607, 4.86877, -2.53334], [-0.35722, 5.10383, -1.74397], [2.44822, -5.87484, 2.96512], [3.60631, -5.48086, 1.64202], [4.04569, -5.13142, 3.34292], [1.30361, -1.71874, 2.02337], [6.06767, -1.78074, 0.58302], [5.17135, -3.57612, 2.11479], [6.21669, -0.67852, -1.48909], [5.34276, 0.43931, -2.57484], [6.05198, 1.06724, -1.10140], [3.03174, 1.24080, -1.94531], [0.37630, 0.14720, -1.53144], [2.43610, 2.39545, 0.66952], [1.89606, 5.95330, -0.59053], [2.51923, 5.22232, 0.91335], [3.27732, 4.80469, -0.62285], [-1.95738, 1.51739, -1.81302], [-4.46269, 2.09171, -4.19786], [-2.88477, 1.30601, -3.81264], [-4.01745, 1.75027, -2.48395], [-1.94297, 5.67502, -3.10268], [0.10062, 6.09312, -1.69391]]}